[1]
C30H60BClN4O8S | ωB97M-V with the def2-TZVPD basis set

For the LUMO energy (alpha / beta), the calculation gives 0.487 / -0.252 eV. The spin multiplicity is 3. Its total charge is 0. The value obtained for the largest force on an atom is 7.477 eV Å⁻¹. As for the expectation value of S²: 2.009. The HOMO-LUMO gap (alpha / beta) is 9.2 / 9.1 eV.

CARTESIAN COORDINATES (ANGSTROEM)
C: -0.415 1.626 -1.310
C: -1.135 2.484 -2.494
O: -2.391 3.090 -2.041
B: -2.143 4.465 -1.650
O: -0.962 4.736 -0.880
C: -3.224 5.620 -2.146
N: -2.897 6.207 -3.475
C: -3.369 7.611 -3.649
C: -1.466 6.114 -3.815
C: -0.311 7.059 -3.197
O: -1.066 5.285 -4.679
C: -4.638 4.851 -2.273
C: -5.936 5.782 -2.171
C: -7.209 4.769 -2.092
Cl: -7.279 3.961 -3.770
C: -8.609 5.521 -1.858
C: -9.805 4.958 -2.810
C: -5.964 6.794 -0.928
N: -6.287 6.046 0.340
O: -4.813 7.669 -0.811
S: -3.369 6.830 -0.750
O: -2.196 7.793 -0.670
O: -3.292 6.004 0.526
H: -0.273 0.555 -1.667
H: -1.101 1.665 -0.390
H: 0.564 2.141 -1.005
H: -0.416 3.276 -2.925
H: -1.296 1.737 -3.346
H: -0.175 4.831 -1.459
H: -2.741 8.401 -3.120
H: -3.282 7.843 -4.776
H: -4.457 7.785 -3.378
H: -0.427 8.153 -3.482
H: 0.702 6.712 -3.618
H: -0.219 6.931 -2.057
H: -4.682 4.122 -1.378
H: -4.577 4.210 -3.208
H: -6.088 6.368 -3.153
H: -6.989 3.931 -1.357
H: -8.582 6.645 -2.045
H: -8.950 5.251 -0.789
H: -9.913 3.828 -2.760
H: -9.706 5.359 -3.880
H: -10.759 5.457 -2.394
H: -6.869 7.489 -1.104
H: -7.298 6.129 0.509
H: -5.750 6.544 1.073
C: -0.467 -5.065 0.451
C: -0.317 -3.598 -0.047
C: 1.149 -3.280 -0.439
C: 2.080 -2.951 0.719
C: 1.456 -1.902 1.630
C: 0.061 -2.326 2.126
N: -0.862 -2.679 0.999
O: -1.222 -1.523 0.388
C: 0.236 -3.517 3.100
C: -0.524 -1.207 3.022
C: -1.122 -3.581 -1.375
H: -0.763 -5.142 1.497
H: -1.267 -5.592 -0.079
H: 0.451 -5.641 0.320
H: 1.159 -2.418 -1.118
H: 1.571 -4.110 -1.014
H: 2.328 -3.859 1.276
H: 3.027 -2.569 0.325
H: 2.122 -1.725 2.481
H: 1.396 -0.951 1.092
H: -0.733 -3.873 3.461
H: 0.817 -3.214 3.977
H: 0.773 -4.363 2.670
H: -0.582 -0.245 2.506
H: 0.109 -1.044 3.900
H: -1.523 -1.471 3.379
H: -2.191 -3.731 -1.194
H: -0.783 -4.385 -2.034
H: -0.997 -2.648 -1.930
C: 5.780 -7.595 1.765
C: 5.935 -6.129 1.268
C: 7.403 -5.815 0.878
C: 8.333 -5.488 2.037
C: 7.710 -4.437 2.947
C: 6.313 -4.856 3.441
N: 5.391 -5.208 2.312
O: 5.036 -4.052 1.700
C: 6.483 -6.048 4.415
C: 5.729 -3.735 4.335
C: 5.132 -6.110 -0.062
H: 5.482 -7.671 2.811
H: 4.980 -8.120 1.234
H: 6.697 -8.174 1.636
H: 7.417 -4.953 0.198
H: 7.824 -6.646 0.304
H: 8.577 -6.396 2.595
H: 9.282 -5.108 1.645
H: 8.374 -4.260 3.799
H: 7.653 -3.486 2.408
H: 5.512 -6.400 4.775
H: 7.062 -5.746 5.293
H: 7.018 -6.896 3.987
H: 5.675 -2.774 3.818
H: 6.361 -3.574 5.214
H: 4.729 -3.997 4.689
H: 4.062 -6.256 0.118
H: 5.470 -6.914 -0.721
H: 5.261 -5.177 -0.617

Atomic forces in eV per Å
-0.5 1.1 -0.1
1.5 -1.4 0.3
1.4 2.8 -0.4
1.0 -2.1 0.6
-1.1 0.2 -2.0
-1.6 -0.9 -0.8
0.9 0.9 1.1
0.0 1.4 -1.6
2.8 -1.4 -2.4
0.4 -0.5 0.3
-2.0 2.5 3.2
0.1 0.0 1.4
-0.2 -0.7 -0.7
0.3 1.2 -0.4
0.4 0.2 0.9
-1.0 -1.5 -0.2
-0.4 1.3 0.7
-2.7 -0.7 -0.4
1.0 1.2 -0.5
1.1 -1.8 -0.5
4.9 0.4 5.7
-4.0 -1.7 -1.8
-1.7 1.4 -3.8
0.0 1.4 0.7
1.0 -0.3 -1.4
-1.3 -1.0 -0.5
-1.2 -1.2 0.7
-0.5 1.4 1.1
-0.6 -0.2 0.7
-0.8 -1.2 -0.4
-0.2 -0.4 1.7
1.5 -0.6 -0.2
-0.1 -1.4 0.6
-1.8 0.4 0.3
-0.6 0.6 -1.7
0.0 1.1 -1.3
-0.2 1.1 1.1
0.3 -0.8 1.5
-0.5 1.2 -0.9
0.3 -1.5 0.5
0.6 0.8 -1.5
0.2 1.6 -0.2
0.0 -0.9 1.6
1.3 -1.0 -0.6
1.8 -0.6 -0.1
0.8 0.2 0.1
-0.7 -0.7 -0.3
-0.1 -0.2 0.4
-0.1 -1.9 -0.8
0.1 0.5 0.1
0.0 -0.1 0.0
0.0 -0.1 -0.4
0.4 -0.3 2.0
0.8 3.5 -2.3
0.0 -2.0 1.2
0.0 -0.3 -0.1
-0.2 0.2 -0.6
-0.2 0.8 0.3
0.2 0.1 -0.1
0.2 0.2 -0.1
0.0 0.0 0.0
-0.2 0.0 0.1
-0.3 -0.1 0.0
0.0 0.1 0.0
-0.1 -0.1 0.1
-0.2 -0.1 0.1
-0.2 0.0 0.0
0.0 0.0 -0.1
-0.1 0.2 -0.2
-0.1 0.1 0.0
-0.1 -0.2 -0.1
0.1 -0.3 -0.2
0.0 0.0 -0.1
0.1 0.0 0.1
0.1 -0.1 0.3
-0.1 0.0 0.2
-0.1 -0.2 0.4
-0.1 -2.0 -0.8
0.1 0.5 0.1
0.1 -0.1 0.0
0.0 -0.1 -0.4
0.4 -0.3 2.0
0.8 3.5 -2.3
0.0 -2.0 1.3
0.0 -0.3 -0.1
-0.2 0.3 -0.6
-0.2 0.8 0.3
0.2 0.1 -0.1
0.2 0.2 -0.1
0.0 0.0 0.0
-0.2 0.0 0.1
-0.3 0.0 0.0
0.0 0.0 0.1
-0.1 -0.1 0.0
-0.3 0.0 0.1
-0.2 0.0 0.0
0.0 0.0 -0.1
-0.1 0.2 -0.2
-0.1 0.1 0.0
-0.1 -0.2 -0.1
0.0 -0.3 -0.2
0.0 0.0 -0.1
0.1 0.0 0.1
0.1 -0.1 0.3
-0.1 0.0 0.2

=====

[2]
C11H11ClO2Os | ωB97M-V with the def2-TZVPD basis set

For the LUMO energy (alpha / beta), the calculation gives 0.047 / -2.341 eV. The spin multiplicity is 5. Its total charge is 0. The value obtained for the largest force on an atom is 11.967 eV Å⁻¹. As for the expectation value of S²: 6.025. The HOMO-LUMO gap (alpha / beta) is 5.9 / 6.3 eV.

CARTESIAN COORDINATES (ANGSTROEM)
C: 1.843 -0.538 1.598
C: 2.451 0.049 0.454
C: 2.112 -0.745 -0.670
H: 3.085 0.931 0.443
C: 1.326 -1.839 -0.228
C: 1.159 -1.709 1.178
H: 0.626 -2.396 1.821
H: 1.927 -0.177 2.614
H: 2.417 -0.557 -1.693
H: 0.929 -2.630 -0.855
Os: 0.360 -0.095 0.250
Cl: -0.459 1.611 1.715
C: -2.028 1.637 -0.961
C: -1.836 0.381 -1.573
C: -0.457 0.262 -1.954
H: -2.619 -0.335 -1.811
C: 0.206 1.491 -1.545
C: -0.781 2.330 -0.936
H: -0.614 3.348 -0.589
H: -2.972 2.018 -0.579
H: -0.046 -0.480 -2.640
H: 1.209 1.802 -1.848
O: -3.081 -1.442 2.375
C: -1.973 -1.101 1.976
O: -1.536 -1.120 0.738
H: -1.249 -0.696 2.721

Atomic forces in eV per Å
1.9 0.2 1.0
3.6 -0.2 0.3
2.0 -0.2 -0.5
-0.3 -0.2 0.0
1.2 -3.3 -0.2
1.3 -3.7 0.8
0.0 0.2 -0.1
-0.2 0.1 -0.2
-0.2 0.0 0.2
0.1 0.2 0.2
-9.0 7.5 -2.2
0.4 0.2 0.8
0.2 -0.7 -0.8
-0.8 1.5 0.0
1.0 0.3 0.7
0.3 0.1 0.4
0.1 -1.0 0.1
-0.6 0.1 -0.8
0.0 -0.5 0.0
0.4 -0.2 0.0
-0.2 0.3 0.2
-0.5 -0.1 0.1
1.0 0.2 -0.7
-0.8 -0.1 0.4
-0.6 -0.5 0.7
-0.1 -0.2 -0.2

=====

[3]
C3H3FN2S2 | ωB97M-V with the def2-TZVPD basis set

For the LUMO energy, the calculation gives 0.403 eV. The spin multiplicity is 1. Its total charge is 0. The value obtained for the largest force on an atom is 3.948 eV Å⁻¹. The SMILES is Fc1cn(S)nc1S. The HOMO-LUMO gap is 9.1 eV.

CARTESIAN COORDINATES (ANGSTROEM)
C: -0.903 -0.318 0.152
C: 0.538 1.337 -0.045
C: -0.832 1.081 0.027
H: -2.120 -2.416 0.228
H: 2.636 -1.663 -0.545
H: 1.061 2.343 0.169
N: 0.251 -0.943 0.263
N: 1.121 0.130 0.084
F: -1.875 1.923 -0.090
S: -2.633 -1.096 -0.129
S: 2.757 -0.380 -0.114

Atomic forces in eV per Å
-3.8 -0.7 -0.5
-0.3 2.1 1.1
1.3 -0.5 -0.3
-1.0 2.1 -0.6
-0.8 0.6 0.0
-0.7 -2.0 -1.0
-0.4 2.2 -1.0
0.8 -2.5 0.5
0.7 -0.4 0.2
3.4 -1.6 1.3
0.9 0.8 0.3